Entry from the OMol25 dataset: a 2-piece molecular cluster, C26H27F4N4 overall at a distorted geometry (ωB97M-V/def2-TZVPD).

Calculated values
* total charge: +1
* highest occupied orbital energy: -10.3 eV

Structure (XYZ):
```
61
C26H27F4N4, DFT ωB97M-V/def2-TZVPD
F -2.38130 5.55494 2.51239
C -2.26241 4.19650 2.26225
C -3.36290 3.40347 2.56586
C -3.18406 2.04209 2.38175
F -4.28250 1.20535 2.43620
C -1.96324 1.51055 2.04294
C -0.81738 2.32119 1.82155
C 0.43578 1.60475 1.80685
C 1.76405 2.21949 1.70796
C 2.90648 1.35648 1.71777
C 4.15337 1.77963 2.17121
F 5.19182 0.87098 2.30934
C 4.43778 3.12141 2.47064
C 3.38827 4.00081 2.24065
F 3.62316 5.35626 2.47492
C 2.11640 3.59814 1.76961
C -1.06149 3.71513 1.71500
H -4.31612 3.82079 2.85350
H -1.85830 0.43684 1.93973
H 0.48512 0.76791 2.57413
H 2.76270 0.29655 1.43995
H 5.42638 3.47042 2.78579
H 1.39538 4.38150 1.52949
H -0.32787 4.41250 1.27766
C 0.79712 1.92894 -3.48143
C 1.75177 0.77089 -3.21726
N 1.06859 -0.49655 -2.86697
C 1.43236 -1.65004 -3.65491
C 0.35785 -2.72063 -3.69072
N -0.32890 -2.84204 -2.43443
C -1.08677 -4.05890 -2.23765
C -2.13950 -3.88872 -1.15785
N -1.63549 -3.19519 0.01149
C -2.47767 -3.31038 1.21825
C -1.76103 -3.76079 2.48597
C -0.82544 -2.09450 -0.17648
C -0.62882 -1.09804 0.79246
N 0.03955 0.05801 0.58548
C 0.53976 0.27356 -0.64022
C 0.45128 -0.68924 -1.66812
C -0.21817 -1.91248 -1.43828
H 1.38506 2.82572 -3.69939
H 0.16885 1.71472 -4.35494
H 0.14498 2.13765 -2.62567
H 2.36708 0.57369 -4.10707
H 2.44177 1.03710 -2.40057
H 1.66454 -1.31577 -4.66606
H 2.35299 -2.09195 -3.26434
H -0.37323 -2.41781 -4.47526
H 0.81766 -3.69149 -3.96248
H -1.58352 -4.34548 -3.18323
H -0.42589 -4.90394 -1.91410
H -3.02160 -3.35964 -1.57044
H -2.53012 -4.86926 -0.85915
H -2.96194 -2.33516 1.40216
H -3.28665 -4.02216 0.98735
H -2.51115 -3.92268 3.27458
H -1.24097 -4.70675 2.30871
H -1.04006 -3.01727 2.84166
H -1.05850 -1.24651 1.79148
H 1.08512 1.19943 -0.75973
```